Below is a cluster of 14 separate species, C4H38N2O13 in total at a distorted geometry, with properties calculated with wB97M-V/def2-TZVPD.

Calculated values
F_max = 10.261 eV/Å
E_LUMO = -5.289 eV
net charge = +2
energy relative to the best compared isomer or geometry (same formula, charge and spin) = 138.85 kcal/mol
HOMO level = -16.4 eV

Each line ends with the natural charge from an NBO analysis.
Geometry (Å):
C -1.48702 -0.97810 -0.90467  -0.193
C -0.75917 -0.38378 0.40905  -0.477
C 0.58253 0.06022 0.32408  -0.283
C 2.69040 -0.91258 1.27919  0.074
N 1.52648 -0.42074 1.41818  -0.458
N -2.87824 -0.23690 -0.76220  -0.785
H -0.87110 -0.57966 -1.84470  0.261
H -1.84794 -1.96174 -0.93103  0.201
H -1.42819 0.42962 0.71869  0.211
H -0.89213 -1.06064 1.30932  0.300
H 1.19363 -0.05162 -0.66232  0.253
H 0.46017 1.14388 0.52362  0.264
H 3.22846 -0.82090 0.26731  0.267
H 3.26707 -1.20298 2.12941  0.208
H 1.22338 -0.39360 2.49564  0.499
H -3.47916 -0.47944 0.13472  0.470
H -3.43563 -0.49448 -1.55221  0.407
H -2.78359 0.88338 -0.71693  0.468
H 0.78259 3.66763 -0.69047  0.523
H 0.42731 3.97473 0.78560  0.493
O 0.27634 3.34768 0.09583  -0.994
H -3.39273 1.25855 3.15986  0.481
H -2.43636 0.48505 3.98683  0.475
O -3.23889 0.37750 3.60866  -0.927
H 2.24394 -3.57782 -0.34323  0.479
H 1.65857 -3.56134 -1.80471  0.506
O 1.79353 -2.91832 -0.94977  -0.967
H 0.75891 2.70093 -2.48862  0.464
H 2.22422 2.68385 -2.54771  0.489
O 1.47207 3.23805 -2.46058  -0.934
H 2.15493 1.49888 2.34653  0.489
H 1.90248 1.83604 3.75981  0.493
O 1.50212 1.32219 3.07032  -0.956
H -0.07279 -0.52031 -3.74851  0.511
H 0.78117 -1.67086 -4.63434  0.494
O 0.65707 -1.17201 -3.93149  -1.019
H -3.44284 -0.76575 2.24791  0.519
H -3.73990 -2.10389 1.60219  0.502
O -3.41349 -1.24036 1.44643  -0.961
H 0.50840 -3.36610 0.52101  0.479
H -0.96964 -3.74671 0.52380  0.472
O -0.24886 -3.40922 1.15401  -0.958
H -1.35339 2.90722 -0.25454  0.514
H -2.71282 3.14591 -0.62940  0.482
O -2.09415 2.48599 -0.74096  -0.976
H 4.24462 1.27578 0.57181  0.508
H 2.98676 1.66285 -0.36512  0.511
O 3.34546 1.02930 0.25143  -0.988
H 0.20913 -0.50912 4.33328  0.499
H 0.45532 -1.90814 3.53730  0.507
O -0.06154 -1.02742 3.54747  -0.949
H 3.01218 0.57351 -3.11735  0.459
H 1.74775 -0.08200 -3.12471  0.494
O 2.23787 0.61996 -2.80689  -0.969
H -1.96300 0.07486 -4.15316  0.509
H -1.91298 -1.40530 -3.54708  0.514
O -1.65688 -0.40976 -3.41399  -0.957

Forces on the atoms, in the same order (eV/Å):
C 0.83 4.65 1.55
C -4.43 -3.56 1.12
C 4.96 2.28 -0.82
C 0.29 0.53 -2.89
N -0.87 -1.98 1.72
N 0.12 2.37 -0.22
H -1.87 -1.29 2.77
H 0.55 -1.71 0.05
H 0.50 0.06 -0.24
H 0.20 0.35 -1.38
H -1.34 -0.04 1.60
H 1.10 -0.35 -0.24
H -1.32 -1.27 1.70
H 0.09 -0.21 0.69
H -0.45 0.09 -2.90
H 1.79 -0.48 -1.17
H -0.49 0.21 -0.74
H 0.35 -2.44 -0.57
H -0.22 -0.25 0.31
H 0.17 0.76 0.75
O 0.29 -0.29 -0.92
H -0.03 -1.39 0.89
H 4.15 0.23 2.11
O -4.19 1.29 -2.99
H -0.38 1.09 -0.96
H 0.42 2.55 2.90
O 0.17 -3.76 -1.93
H -3.47 -2.88 -0.49
H 0.81 -0.90 -0.36
O 2.37 4.03 0.90
H -0.87 -0.21 0.46
H 0.00 0.55 1.11
O 1.14 0.87 -0.82
H 0.42 -1.58 -1.57
H 0.07 -2.95 -5.51
O 0.10 3.82 6.67
H 0.02 1.18 2.37
H -0.65 -1.34 0.35
O 0.15 -0.37 -1.67
H -0.71 0.17 0.55
H 1.41 0.59 1.66
O -0.79 -0.76 -2.14
H 0.68 -0.55 -0.27
H -2.78 2.19 -0.09
O 1.81 -1.69 0.14
H -0.93 0.30 -0.84
H 0.29 0.65 -0.40
O 1.51 1.12 0.67
H -0.07 -0.77 -0.37
H -1.47 1.86 0.50
O 1.39 -1.43 0.40
H 9.47 -0.70 -3.88
H -1.59 -2.75 -1.46
O -7.31 3.35 5.44
H -0.86 0.69 -1.58
H 0.71 2.81 -0.02
O -1.25 -2.72 0.06